#P
Density functional theory data (ωB97M-V with the def2-TZVPD basis set) for a cluster of 2 separate species, C2H8N2 in total.

Last columns: bonded neighbours and bond lengths (Å).
Cartesian coordinates (Å):
1 N -1.935 0.026 0.507  C2 1.474, H5 1.036
2 C -0.766 -0.115 -0.380  N1 1.474, C3 1.553, H6 1.103, H8 1.091
3 C 0.673 0.468 -0.353  C2 1.553, N4 1.398, H9 1.100, H10 1.118
4 N 1.886 -0.219 -0.240  C3 1.398, H12 1.038
5 H -2.003 1.038 0.717  N1 1.036
6 H -0.905 -1.191 -0.176  C2 1.103
7 H 0.757 -1.275 2.426  H11 0.755
8 H -1.087 0.008 -1.415  C2 1.091
9 H 0.911 1.029 0.564  C3 1.100
10 H 0.813 1.215 -1.172  C3 1.118
11 H 0.189 -0.789 2.530  H7 0.755
12 H 2.152 -0.841 -1.027  N4 1.038

The HOMO energy (alpha / beta) is -15.84 / -16.63 eV. The expectation value of S² is 1.267. Its total charge is +1. Its spin multiplicity is 2.

Results of the Löwdin charge analysis, in e, for atoms 1 through 4: N 0.2248; C -0.2176; C -0.2246; N 0.3285



#Q
Density functional theory data (ωB97M-V with the def2-TZVPD basis set) for the ion C2H8N2 with charge +1.

Last columns: bonded neighbours and bond lengths (Å).
Cartesian coordinates (Å):
1 C -0.148 0.583 -0.370  C2 1.502, N4 1.541, H5 1.177, H6 1.135
2 C 0.098 -0.782 0.208  C1 1.502, N3 1.623, H7 1.155, H8 1.200
3 N 1.259 -0.973 1.327  C2 1.623, H9 1.032, H10 1.018
4 N -1.445 1.027 -1.073  C1 1.541, H11 0.998, H12 1.001
5 H 0.930 0.870 -0.745  C1 1.177
6 H 0.023 1.369 0.431  C1 1.135
7 H 0.390 -1.426 -0.704  C2 1.155
8 H -0.889 -1.015 0.851  C2 1.200
9 H 2.086 -0.507 0.923  N3 1.032
10 H 1.032 -0.443 2.165  N3 1.018
11 H -2.154 0.332 -0.975  N4 0.998
12 H -1.182 0.966 -2.037  N4 1.001

The HOMO energy (alpha / beta) is -16.65 / -14.77 eV. The expectation value of S² is 0.762. Its total charge is +1. Its spin multiplicity is 2.

Results of the Löwdin charge analysis, in e, for atoms 1 through 4: C -0.2398; C -0.1772; N 0.1545; N 0.2193



Top of the stability list: #Q, leading by 0.1695 hartree.



#P
Density functional theory data (ωB97M-V with the def2-TZVPD basis set) for the molecule C21H20N2O5S.

Last columns: bonded neighbours and bond lengths (Å).
Cartesian coordinates (Å):
1 C -1.361 -3.406 -1.505  H2 1.093, O3 1.409, H48 1.089, H49 1.094
2 H -0.542 -2.959 -2.075  C1 1.093
3 O -2.076 -2.431 -0.781  C1 1.409, C4 1.358
4 C -1.407 -1.708 0.153  O3 1.358, C5 1.385, C9 1.397
5 C -0.061 -1.844 0.446  C4 1.385, C6 1.395, H47 1.077
6 C 0.523 -1.057 1.439  C5 1.395, C7 1.385, C17 1.493
7 C -0.241 -0.133 2.131  C6 1.385, C8 1.397, H16 1.078
8 C -1.599 0.011 1.831  C7 1.397, C9 1.385, O11 1.360
9 C -2.178 -0.775 0.850  C4 1.397, C8 1.385, H10 1.077
10 H -3.221 -0.701 0.590  C9 1.077
11 O -2.260 0.950 2.559  C8 1.360, C12 1.408
12 C -3.633 1.142 2.318  O11 1.408, H13 1.089, H14 1.094, H15 1.094
13 H -3.944 1.931 3.001  C12 1.089
14 H -4.207 0.234 2.528  C12 1.094
15 H -3.819 1.458 1.287  C12 1.094
16 H 0.149 0.485 2.924  C7 1.078
17 C 1.984 -1.277 1.653  C6 1.493, O18 1.214, N19 1.366
18 O 2.580 -2.205 1.144  C17 1.214
19 N 2.617 -0.384 2.470  C17 1.366, H20 1.008, C21 1.449
20 H 2.114 0.435 2.775  N19 1.008
21 C 4.060 -0.255 2.434  N19 1.449, C22 1.525, H45 1.091, H46 1.090
22 C 4.302 0.884 1.450  C21 1.525, O23 1.204, O24 1.328
23 O 4.448 2.037 1.765  C22 1.204
24 O 4.163 0.443 0.205  C22 1.328, C25 1.432
25 C 3.867 1.413 -0.806  O24 1.432, C26 1.499, H43 1.089, H44 1.094
26 C 2.414 1.766 -0.708  C25 1.499, C27 1.366, N30 1.351
27 C 1.881 2.649 0.187  C26 1.366, S28 1.713, H42 1.071
28 S 0.172 2.668 0.074  C27 1.713, C29 1.763
29 C 0.291 1.454 -1.199  S28 1.763, N30 1.290, C31 1.443
30 N 1.506 1.111 -1.466  C26 1.351, C29 1.290
31 C -0.880 0.923 -1.854  C29 1.443, C32 1.394, C36 1.396
32 C -2.158 1.371 -1.525  C31 1.394, C33 1.381, H41 1.081
33 C -3.265 0.836 -2.155  C32 1.381, C34 1.385, H40 1.080
34 C -3.110 -0.145 -3.121  C33 1.385, C35 1.386, H39 1.080
35 C -1.841 -0.587 -3.461  C34 1.386, C36 1.380, H38 1.080
36 C -0.730 -0.061 -2.833  C31 1.396, C35 1.380, H37 1.079
37 H 0.266 -0.394 -3.079  C36 1.079
38 H -1.721 -1.348 -4.218  C35 1.080
39 H -3.977 -0.563 -3.609  C34 1.080
40 H -4.253 1.185 -1.894  C33 1.080
41 H -2.272 2.140 -0.775  C32 1.081
42 H 2.399 3.274 0.887  C27 1.071
43 H 4.075 0.923 -1.756  C25 1.089
44 H 4.497 2.296 -0.665  C25 1.094
45 H 4.465 -1.196 2.058  C21 1.091
46 H 4.449 -0.011 3.423  C21 1.090
47 H 0.576 -2.546 -0.065  C5 1.077
48 H -2.082 -3.850 -2.190  C1 1.089
49 H -0.962 -4.181 -0.843  C1 1.094

The HOMO energy is -8.26 eV.

Results of the Löwdin charge analysis, in e, for atoms 1 through 4: C -0.0803; H 0.0878; O -0.0811; C -0.2620



#Q
Density functional theory data (ωB97M-V with the def2-TZVPD basis set) for the molecule C21H20N2O5S.

Last columns: bonded neighbours and bond lengths (Å).
Cartesian coordinates (Å):
1 C -5.252 -0.182 -1.646  H2 1.089, O3 1.406, H48 1.095, H49 1.095
2 H -6.319 -0.362 -1.525  C1 1.089
3 O -4.617 -1.065 -0.755  C1 1.406, C4 1.360
4 C -3.257 -1.072 -0.715  O3 1.360, C5 1.384, C9 1.414
5 C -2.428 -0.240 -1.448  C4 1.384, C6 1.385, H47 1.078
6 C -1.050 -0.322 -1.328  C5 1.385, C7 1.388, H46 1.077
7 C -0.469 -1.253 -0.479  C6 1.388, C8 1.400, C16 1.458
8 C -1.303 -2.117 0.242  C7 1.400, C9 1.380, H15 1.079
9 C -2.677 -2.031 0.148  C4 1.414, C8 1.380, O10 1.363
10 O -3.561 -2.814 0.828  C9 1.363, C11 1.404
11 C -3.054 -3.807 1.682  O10 1.404, H12 1.095, H13 1.089, H14 1.096
12 H -2.448 -4.539 1.137  C11 1.095
13 H -3.926 -4.306 2.102  C11 1.089
14 H -2.458 -3.377 2.494  C11 1.096
15 H -0.846 -2.848 0.891  C8 1.079
16 C 0.976 -1.379 -0.329  C7 1.458, C17 1.340, H45 1.084
17 C 1.847 -0.361 -0.338  C16 1.340, N18 1.391, C30 1.510
18 N 3.222 -0.560 -0.268  C17 1.391, C19 1.369, H29 1.011
19 C 4.080 0.393 0.212  N18 1.369, O20 1.215, C21 1.466
20 O 3.694 1.423 0.727  C19 1.215
21 C 5.504 0.066 0.085  C19 1.466, C22 1.369, S25 1.738
22 C 6.537 0.875 0.477  C21 1.369, C23 1.407, H28 1.075
23 C 7.803 0.313 0.228  C22 1.407, C24 1.360, H27 1.075
24 C 7.724 -0.916 -0.349  C23 1.360, S25 1.714, H26 1.072
25 S 6.104 -1.412 -0.603  C21 1.738, C24 1.714
26 H 8.523 -1.568 -0.644  C24 1.072
27 H 8.732 0.799 0.466  C23 1.075
28 H 6.369 1.838 0.923  C22 1.075
29 H 3.586 -1.460 -0.549  N18 1.011
30 C 1.418 1.079 -0.478  C17 1.510, O31 1.211, N32 1.349
31 O 1.690 1.745 -1.453  C30 1.211
32 N 0.663 1.503 0.556  C30 1.349, H33 1.006, C34 1.444
33 H 0.483 0.874 1.321  N32 1.006
34 C -0.011 2.780 0.566  N32 1.444, C35 1.496, H43 1.097, H44 1.093
35 C -1.496 2.597 0.577  C34 1.496, C36 1.365, O39 1.347
36 C -2.302 1.824 1.363  C35 1.365, C37 1.416, H42 1.071
37 C -3.624 2.028 0.901  C36 1.416, C38 1.360, H41 1.071
38 C -3.522 2.907 -0.131  C37 1.360, O39 1.344, H40 1.072
39 O -2.240 3.252 -0.335  C35 1.347, C38 1.344
40 H -4.257 3.360 -0.767  C38 1.072
41 H -4.515 1.577 1.286  C37 1.071
42 H -1.999 1.189 2.171  C36 1.071
43 H 0.314 3.360 1.438  C34 1.097
44 H 0.286 3.308 -0.343  C34 1.093
45 H 1.355 -2.387 -0.196  C16 1.084
46 H -0.431 0.325 -1.927  C6 1.077
47 H -2.846 0.488 -2.125  C5 1.078
48 H -4.967 -0.384 -2.684  C1 1.095
49 H -5.030 0.862 -1.404  C1 1.095

The HOMO energy is -7.62 eV.

Results of the Löwdin charge analysis, in e, for atoms 1 through 4: C -0.0780; H 0.0962; O -0.0641; C -0.2058



Top of the stability list: #P, leading by 0.0603 hartree.



#P
Density functional theory data (ωB97M-V with the def2-TZVPD basis set) for the molecule C8H14N2O6.

Last columns: bonded neighbours and bond lengths (Å).
Cartesian coordinates (Å):
1 C 2.294 -1.238 0.695  C2 1.595, C3 1.528, H11 1.022, N23 1.433
2 C 0.809 -0.761 1.031  C1 1.595, N24 1.384, O25 1.225
3 C 3.053 0.083 0.807  C1 1.528, C4 1.496, H12 1.112, H13 1.065
4 C 2.811 1.021 -0.332  C3 1.496, O26 1.222, O27 1.367
5 C -1.371 0.017 0.358  C6 1.536, C7 1.457, H16 1.051, N24 1.492
6 C -1.606 -1.130 -0.637  C5 1.536, O28 1.227, O30 1.339
7 C -2.313 1.129 0.355  C5 1.457, C8 1.566, H17 1.119, O29 1.470
8 C -3.003 1.444 -1.014  C7 1.566, H19 1.133, H20 1.082, H21 1.072
9 H 3.155 -2.535 -0.681  N23 1.068
10 H 2.377 -1.323 -1.351  N23 0.968
11 H 2.586 -1.904 1.413  C1 1.022
12 H 4.101 -0.274 0.688  C3 1.112
13 H 2.917 0.386 1.819  C3 1.065
14 H 2.086 2.684 -0.475  O27 0.995
15 H 0.693 0.139 -0.670  N24 1.054
16 H -1.622 -0.526 1.221  C5 1.051
17 H -2.029 2.159 0.690  C7 1.119
18 H -4.023 0.317 0.945  O29 0.960
19 H -2.314 1.444 -1.914  C8 1.133
20 H -3.341 2.471 -0.972  C8 1.082
21 H -3.863 0.818 -1.141  C8 1.072
22 H -2.488 -2.543 -0.853  O30 0.929
23 N 2.303 -1.899 -0.576  C1 1.433, H9 1.068, H10 0.968
24 N 0.110 0.105 0.207  C2 1.384, C5 1.492, H15 1.054
25 O 0.355 -0.888 2.161  C2 1.225
26 O 2.914 0.935 -1.547  C4 1.222
27 O 2.400 2.156 0.308  C4 1.367, H14 0.995
28 O -1.034 -1.267 -1.714  C6 1.227
29 O -3.375 0.901 1.346  C7 1.470, H18 0.960
30 O -2.581 -1.920 -0.169  C6 1.339, H22 0.929

The HOMO energy is -9.28 eV.

Results of the Löwdin charge analysis, in e, for atoms 1 through 4: C -0.2830; C -0.3963; C -0.0598; C -0.5133



#Q
Density functional theory data (ωB97M-V with the def2-TZVPD basis set) for the molecule C8H14N2O6.

Last columns: bonded neighbours and bond lengths (Å).
Cartesian coordinates (Å):
1 C 0.783 1.157 1.347  C2 1.474, C3 1.544, H11 1.137, N23 1.449
2 C 1.576 0.018 0.850  C1 1.474, N24 1.417, O25 1.199
3 C 1.579 2.401 1.794  C1 1.544, H12 1.128, H13 1.071, O26 1.499
4 C 0.343 -0.835 -1.259  C5 1.503, C6 1.526, H16 1.065, N24 1.442
5 C 1.026 0.215 -2.088  C4 1.503, O27 1.216, O30 1.396
6 C -1.097 -0.375 -1.053  C4 1.526, C7 1.461, H17 1.076, H18 1.072
7 C -2.053 -1.283 -0.425  C6 1.461, C8 1.484, H19 1.091, H20 1.114
8 C -2.455 -2.296 -1.433  C7 1.484, O28 1.199, O29 1.355
9 H 0.531 0.477 3.165  N23 0.977
10 H -0.666 1.411 2.709  N23 0.979
11 H 0.026 1.518 0.579  C1 1.137
12 H 2.336 2.215 2.609  C3 1.128
13 H 2.047 2.830 0.932  C3 1.071
14 H 0.938 4.209 2.109  O26 0.982
15 H 1.757 -1.770 -0.020  N24 0.996
16 H 0.343 -1.655 -1.939  C4 1.065
17 H -0.996 0.533 -0.484  C6 1.076
18 H -1.510 -0.133 -2.012  C6 1.072
19 H -2.970 -0.766 -0.140  C7 1.091
20 H -1.461 -1.668 0.435  C7 1.114
21 H -3.148 -3.251 0.083  O29 1.023
22 H 1.655 -1.228 -3.377  O30 1.040
23 N -0.069 0.691 2.424  C1 1.449, H9 0.977, H10 0.979
24 N 1.176 -0.964 -0.090  C2 1.417, C4 1.442, H15 0.996
25 O 2.494 -0.353 1.526  C2 1.199
26 O 0.552 3.339 2.352  C3 1.499, H14 0.982
27 O 1.020 1.399 -1.812  C5 1.216
28 O -2.362 -2.270 -2.628  C8 1.199
29 O -3.122 -3.366 -0.934  C8 1.355, H21 1.023
30 O 1.730 -0.203 -3.218  C5 1.396, H22 1.040

The HOMO energy is -9.76 eV.

Results of the Löwdin charge analysis, in e, for atoms 1 through 4: C -0.3283; C -0.4094; C -0.1416; C -0.2358



Top of the stability list: #Q, leading by 0.0284 hartree.



#P
Density functional theory data (ωB97M-V with the def2-TZVPD basis set) for the molecule C5H4O3.

Last columns: bonded neighbours and bond lengths (Å).
Cartesian coordinates (Å):
1 C 0.838 0.882 -0.587  C2 1.523, C5 1.520, O10 1.280
2 C 0.393 0.965 0.867  C1 1.523, H6 1.198, O11 1.529, O12 1.454
3 C -1.242 -0.293 0.045  C4 1.415, C5 1.612, H7 1.200, O11 1.328
4 C -0.149 -1.128 0.376  C3 1.415, C5 1.607, H8 1.164, O12 1.445
5 C -0.014 -0.307 -0.999  C1 1.520, C3 1.612, C4 1.607, H9 0.897
6 H 0.704 1.846 1.617  C2 1.198
7 H -2.123 -0.441 -0.756  C3 1.200
8 H 0.113 -2.259 0.286  C4 1.164
9 H 0.069 -0.810 -1.737  C5 0.897
10 O 1.936 1.093 -1.210  C1 1.280
11 O -1.126 0.836 0.735  C2 1.529, C3 1.328
12 O 0.601 -0.386 1.363  C2 1.454, C4 1.445

The HOMO energy is -9.31 eV.

Results of the Löwdin charge analysis, in e, for atoms 1 through 4: C -0.1906; C -0.1075; C -0.2675; C -0.1335



#Q
Density functional theory data (ωB97M-V with the def2-TZVPD basis set) for the molecule C5H4O3.

Last columns: bonded neighbours and bond lengths (Å).
Cartesian coordinates (Å):
1 C 0.486 -1.707 -0.321  C3 1.508, H10 1.089, H11 1.089, H12 1.088
2 C -0.977 0.387 -0.345  C3 1.428, C4 1.557, O6 1.210
3 C 0.258 -0.248 -0.014  C1 1.508, C2 1.428, C5 1.336
4 C -0.939 1.834 0.231  C2 1.557, O7 1.202, H9 1.099
5 C 1.170 0.481 0.637  C3 1.336, O8 1.160
6 O -1.978 -0.083 -0.836  C2 1.210
7 O 0.104 2.377 0.480  C4 1.202
8 O 2.176 0.773 1.135  C5 1.160
9 H -1.892 2.382 0.233  C4 1.099
10 H 1.300 -1.833 -1.033  C1 1.089
11 H 0.729 -2.267 0.580  C1 1.089
12 H -0.437 -2.097 -0.747  C1 1.088

The HOMO energy is -9.46 eV.

Results of the Löwdin charge analysis, in e, for atoms 1 through 4: C -0.0108; C -0.3660; C -0.1999; C -0.0972



Top of the stability list: #Q, leading by 0.1502 hartree.